# 1
The following is a DFT calculation (ωB97M-V/def2-TZVPD) of a single C5H13NO molecule in a non-equilibrium geometry.

```
20
Properties=species:S:1:pos:R:3:forces:R:3
C -0.919 -1.577 0.191 -0.1 0.5 -1.2
C 0.085 -0.495 -0.314 -0.2 0.7 -0.7
C -0.444 0.561 -1.381 1.1 1.5 1.7
O 0.018 0.326 -2.734 -0.2 0.6 1.1
N 0.670 0.308 0.780 -1.2 1.0 0.9
C 1.209 -0.399 1.957 -2.0 -0.4 0.6
C -0.409 1.178 1.268 -0.2 -0.3 1.9
H -0.326 -2.358 0.633 0.0 -0.8 -0.2
H -1.614 -1.281 0.991 0.4 0.5 -0.4
H -1.572 -1.898 -0.662 0.8 -0.2 0.8
H 0.963 -0.826 -0.869 -0.2 -1.2 0.1
H -1.538 0.726 -1.345 0.4 -0.3 -0.2
H 0.062 1.512 -0.897 -0.9 -1.5 -1.9
H 0.324 1.203 -3.026 -0.1 -0.7 -0.1
H 1.964 -1.107 1.659 0.1 -0.5 -0.1
H 1.669 0.302 2.657 0.0 0.2 -0.3
H 0.347 -0.888 2.603 1.6 0.4 -1.2
H -1.330 0.651 1.591 0.5 -0.4 0.2
H -0.839 1.869 0.587 0.3 0.8 -0.8
H -0.074 1.723 2.160 0.0 0.0 -0.3
```
Positions in Å, forces in eV/Å.

Properties
2S+1: 1
HOMO: -8.702 eV
Energy relative to the best compared isomer or geometry (same formula, charge and spin): 2.435 eV
SMILES string: C[C@@H](CO)N(C)C
Kohn-Sham gap: 9.627 eV

# 2
The following is a DFT calculation (ωB97M-V/def2-TZVPD) of a gas-phase ion, C4H10NO (charge -1) in a non-equilibrium geometry.

```
16
Properties=species:S:1:pos:R:3:forces:R:3
C -1.656 -0.439 0.797 -1.4 -0.4 -0.2
N -1.071 0.613 0.014 0.8 1.3 0.2
C 0.418 0.726 -0.061 -0.4 -1.4 0.3
C 1.119 -0.292 0.891 0.3 1.5 -0.6
C 0.844 0.343 -1.556 -1.3 -0.8 0.2
O -0.031 -0.565 -2.092 0.1 0.3 0.2
H -2.750 -0.270 0.866 0.2 0.0 -0.6
H -1.464 -0.488 1.871 1.0 0.1 -0.1
H -1.512 -1.411 0.305 0.0 -0.2 0.4
H -1.282 0.401 -0.965 -0.1 -0.4 0.0
H 0.704 1.730 0.285 0.1 0.0 -0.4
H 0.736 -1.287 0.715 -0.1 -0.2 0.3
H 2.184 -0.288 0.640 0.0 0.0 0.0
H 1.051 0.109 1.906 -0.3 -0.7 0.2
H 0.878 1.247 -2.201 0.5 0.3 0.3
H 1.831 -0.130 -1.414 0.5 0.5 -0.3
```
Positions in Å, forces in eV/Å.

Properties
2S+1: 1
HOMO: -2.494 eV
Energy relative to the best compared isomer or geometry (same formula, charge and spin): 0.895 eV
Net charge: -1
SMILES string: CN[C@@H](C)C[O-]
Kohn-Sham gap: 6.826 eV

# 3
The following is a DFT calculation (ωB97M-V/def2-TZVPD) of 7 unconnected molecules or ions with the total composition C37H79N9O9PS2 in a non-equilibrium geometry.

```
137
Properties=species:S:1:pos:R:3:forces:R:3
C -0.221 4.459 3.711 0.2 -0.5 0.7
C -0.011 3.344 2.630 1.4 0.7 1.0
O -0.520 3.665 1.325 -0.4 -1.4 0.8
C -1.576 2.799 0.907 -0.6 0.8 -1.7
C -1.481 2.622 -0.680 -0.4 -0.7 0.2
C -1.166 1.100 -1.091 -0.4 1.2 -0.4
C -0.177 0.991 -2.324 -0.7 0.1 -0.1
C 0.721 -0.313 -2.344 -0.2 -0.7 0.4
C -0.076 -1.488 -1.657 -0.4 -0.1 -1.1
C -1.142 -2.099 -2.487 0.3 -1.5 2.0
N -1.337 -1.603 -3.828 -0.3 -0.4 1.4
C -1.969 -3.176 -1.920 1.9 2.0 1.4
P -3.341 -4.006 -2.894 0.6 -2.0 0.3
N -3.234 -5.583 -2.798 0.4 1.2 0.2
C -1.682 -3.582 -0.512 1.2 1.0 -1.6
O -2.458 -4.571 0.084 0.3 2.0 -0.2
C -3.695 -3.884 0.506 -0.4 0.9 0.6
C -4.224 -4.383 1.896 -0.6 -0.2 -0.1
O -4.806 -3.228 2.548 0.9 -0.7 0.3
C -4.583 -3.258 3.962 0.4 0.9 1.1
C -3.090 -2.882 4.372 -0.4 -0.5 -0.4
C -0.595 -2.917 0.214 -1.3 -0.5 -0.1
S -0.325 -3.536 1.917 -0.2 0.6 -0.6
N 0.179 -1.894 -0.353 -1.7 -0.6 -1.4
C 1.270 -1.223 0.420 0.9 0.1 0.9
S 2.944 -1.921 0.073 0.2 0.4 0.2
C 3.102 -3.543 0.939 -1.0 -1.1 -0.1
C 2.476 -4.685 0.022 -0.2 -0.1 0.4
H -1.281 4.479 4.098 1.0 0.2 -0.7
H 0.158 5.472 3.417 -0.7 -0.9 -0.1
H 0.402 4.150 4.606 -0.7 0.2 -0.9
H 1.111 3.223 2.510 -1.1 0.1 0.1
H -0.383 2.378 3.061 0.0 0.7 -0.7
H -2.563 3.297 1.106 0.8 -0.5 0.2
H -1.576 1.788 1.396 0.2 0.9 -0.2
H -2.485 2.893 -1.102 1.0 -0.1 0.2
H -0.726 3.313 -1.138 -0.6 -0.5 0.7
H -0.793 0.610 -0.153 -0.3 0.1 -1.0
H -2.157 0.680 -1.434 1.1 -0.1 0.8
H 0.402 1.950 -2.385 -0.1 -1.2 0.0
H -0.823 0.939 -3.249 0.8 0.2 0.9
H 0.876 -0.662 -3.403 -0.1 0.5 1.1
H 1.736 -0.180 -1.881 -1.1 -0.1 -0.4
H -1.243 -2.350 -4.521 0.1 0.2 0.3
H -2.322 -1.284 -3.884 0.7 0.2 -0.5
H -3.266 -3.575 -4.255 -0.2 0.5 0.7
H -4.564 -3.478 -2.366 0.5 0.3 -0.5
H -2.411 -5.820 -2.238 -0.5 -0.3 -0.1
H -3.428 -2.793 0.630 -0.4 -1.1 0.1
H -4.482 -3.908 -0.304 0.9 -0.5 0.9
H -3.417 -4.849 2.530 -0.6 0.6 -0.9
H -5.064 -5.127 1.792 1.0 0.5 -0.1
H -4.891 -4.255 4.394 0.3 1.0 -0.4
H -5.221 -2.446 4.421 0.4 -1.0 -0.7
H -2.745 -1.986 3.792 -0.5 -0.7 0.5
H -2.406 -3.733 4.106 -0.5 0.8 0.5
H -3.028 -2.638 5.471 -0.1 -0.4 -1.1
H -0.204 -2.411 2.717 -0.2 -0.5 -1.0
H 1.345 -0.132 0.158 -0.2 -1.3 0.0
H 1.095 -1.262 1.522 -0.2 -0.1 -1.1
H 4.168 -3.840 1.136 -0.8 1.1 -0.3
H 2.600 -3.453 1.936 0.4 -0.2 -0.9
H 3.177 -5.566 -0.036 -0.7 1.0 -0.2
H 1.503 -5.092 0.416 0.9 0.5 -0.2
H 2.257 -4.253 -0.994 0.4 -0.7 0.9
C -5.239 0.938 -4.514 0.1 0.0 0.1
C -4.608 -0.157 -5.331 -0.2 -0.1 -0.3
O -3.553 -0.701 -4.997 -0.3 0.0 0.0
N -5.235 -0.541 -6.464 0.3 0.2 0.6
C -6.472 -0.029 -7.023 0.1 -0.3 -0.3
H -4.622 1.135 -3.639 0.0 -0.1 -0.1
H -5.307 1.855 -5.102 -0.1 0.0 0.1
H -6.230 0.633 -4.177 0.0 0.1 -0.1
H -4.754 -1.279 -6.959 -0.1 0.1 0.0
H -7.182 -0.853 -7.103 -0.1 0.2 0.0
H -6.265 0.360 -8.021 -0.2 0.1 0.0
H -6.902 0.759 -6.412 0.1 -0.1 0.0
C -0.537 4.553 7.911 0.1 0.0 0.0
C -1.109 3.366 7.182 0.0 -0.4 -0.2
O -0.414 2.619 6.505 0.0 0.1 0.1
N -2.444 3.133 7.294 0.4 0.2 0.1
C -3.427 3.893 8.041 -0.2 -0.4 -0.3
H 0.534 4.607 7.726 -0.1 -0.1 -0.1
H -0.997 5.475 7.549 0.0 0.0 0.2
H -0.698 4.449 8.985 -0.1 0.2 0.0
H -2.754 2.322 6.780 0.0 0.1 0.1
H -3.894 3.230 8.773 -0.1 0.2 0.1
H -4.191 4.249 7.347 -0.1 0.2 0.2
H -2.985 4.741 8.555 0.1 -0.1 -0.1
C 4.530 -5.928 5.467 0.0 0.0 0.1
C 4.592 -6.251 3.997 0.4 -0.1 -0.3
O 5.649 -6.409 3.409 -0.1 0.1 0.1
N 3.414 -6.366 3.320 0.1 0.2 0.3
C 2.066 -6.215 3.829 0.2 -0.2 -0.5
H 5.541 -5.869 5.865 0.0 0.0 -0.2
H 4.041 -4.963 5.621 -0.1 -0.1 0.1
H 3.992 -6.712 6.004 -0.1 0.1 0.1
H 3.534 -6.584 2.342 0.0 -0.1 0.1
H 1.525 -7.148 3.654 -0.2 0.1 0.2
H 1.581 -5.412 3.271 -0.3 0.0 0.2
H 2.050 -5.982 4.890 0.1 0.0 -0.1
C 1.265 9.458 0.840 0.0 0.1 0.0
C 0.750 8.081 1.168 -0.2 -0.3 0.2
O -0.159 7.897 1.963 0.0 0.1 0.0
N 1.332 7.019 0.545 0.0 0.4 0.1
C 2.412 7.028 -0.420 -0.2 -0.5 0.2
H 0.706 10.197 1.412 0.0 -0.2 0.0
H 2.320 9.540 1.108 0.0 0.0 -0.2
H 1.129 9.668 -0.222 0.2 0.0 0.0
H 0.935 6.129 0.814 0.0 0.0 -0.1
H 2.056 6.564 -1.343 0.2 0.1 -0.1
H 3.238 6.436 -0.021 0.2 0.1 -0.2
H 2.761 8.034 -0.635 -0.1 0.0 0.1
C 7.817 0.316 -2.337 0.0 0.1 0.0
C 6.664 -0.241 -1.544 -0.3 0.1 0.3
O 5.920 0.472 -0.886 0.0 0.0 -0.1
N 6.463 -1.587 -1.577 0.2 0.3 -0.1
C 7.226 -2.592 -2.290 -0.4 -0.2 0.3
H 7.849 1.397 -2.213 -0.1 -0.1 0.1
H 8.759 -0.101 -1.976 0.0 0.0 -0.2
H 7.688 0.093 -3.398 0.2 -0.1 0.0
H 5.674 -1.886 -1.023 0.1 0.0 0.0
H 6.555 -3.115 -2.976 0.2 -0.1 -0.1
H 7.619 -3.308 -1.566 0.2 -0.1 -0.2
H 8.049 -2.160 -2.852 -0.1 0.1 0.1
C 1.765 3.560 -6.901 0.0 0.1 0.0
C 0.608 3.010 -6.110 -0.3 0.1 0.3
O -0.126 3.725 -5.445 0.1 0.0 0.0
N 0.390 1.666 -6.151 0.2 0.3 -0.1
C 1.139 0.657 -6.873 -0.5 -0.1 0.3
H 1.810 4.639 -6.769 -0.1 -0.1 0.1
H 2.703 3.129 -6.546 0.0 0.0 -0.2
H 1.631 3.346 -7.963 0.2 -0.1 0.0
H -0.402 1.372 -5.598 0.0 0.0 -0.1
H 0.461 0.147 -7.560 0.2 -0.1 -0.1
H 1.526 -0.069 -6.154 0.2 -0.1 -0.2
H 1.966 1.084 -7.433 -0.1 0.0 0.1
```
Positions in Å, forces in eV/Å.

Properties
2S+1: 1
HOMO: -10.479 eV
Energy relative to the best compared isomer or geometry (same formula, charge and spin): 3.424 eV
Net charge: +1
Kohn-Sham gap: 6.346 eV

# 4
The following is a DFT calculation (ωB97M-V/def2-TZVPD) of a single C4H4N2O molecule in a non-equilibrium geometry.

```
11
Properties=species:S:1:pos:R:3:forces:R:3
H 2.626 1.204 0.063 -0.2 0.2 0.4
N 2.329 0.256 0.272 -0.4 -0.6 -0.6
C 1.110 0.047 0.065 -0.4 1.7 -0.6
C 0.447 -1.283 0.031 -0.4 0.3 -0.2
N -0.822 -1.419 -0.098 0.5 0.0 -0.3
C -1.602 -0.269 -0.108 -0.2 0.7 0.1
C -1.089 0.979 -0.071 -0.2 -0.7 0.1
O 0.220 1.220 -0.272 1.6 -2.3 1.2
H 1.077 -2.182 0.054 -0.1 0.6 0.2
H -2.671 -0.417 -0.187 0.0 0.0 0.5
H -1.625 1.866 0.251 -0.3 0.0 -0.7
```
Positions in Å, forces in eV/Å.

Properties
2S+1: 1
HOMO: -8.910 eV
Energy relative to the best compared isomer or geometry (same formula, charge and spin): 1.884 eV
SMILES string: [H]/N=c1/cncco1
Kohn-Sham gap: 8.679 eV